1.
Molecular formula: C21H22As2ClLiNO16
Method: DFT, ωB97M-V/def2-TZVPD

As for the orbital gap (alpha / beta): 5.82 / 5.09 eV. Its LUMO energy (alpha / beta) is 1.29 / 1.27 eV.

ORCA input file:
```
! RIJCOSX wB97M-V def2-TZVPD def2/J DEFGRID3
* xyz -1 1
Li -1.4639 1.4662 -2.9146
O -3.3452 3.8781 -1.6335
Cl -1.9525 3.9459 -1.9696
O -1.5184 5.2865 -1.9619
O -1.7802 3.3140 -3.2737
O -1.1798 3.1670 -1.0537
O 1.0093 -1.4731 -1.9430
C 1.1520 -0.2035 -2.1114
O 0.2604 0.6389 -2.2915
C 2.5853 0.3334 -1.9823
C 2.7431 1.7261 -1.7880
C 4.0226 2.2435 -1.6635
C 5.1131 1.4035 -1.6236
C 4.8977 0.0271 -1.7150
C 3.6742 -0.5548 -1.8477
N 6.0185 -0.9037 -1.5406
O 5.7056 -2.1054 -1.4352
O 7.1715 -0.4461 -1.5552
H 1.8383 2.3458 -1.7370
H 4.1665 3.3425 -1.5993
H 6.1364 1.7845 -1.4790
H 3.5296 -1.6499 -1.8375
C -4.5794 0.6130 -2.6197
O -3.2111 0.0650 -2.5565
C -2.7468 -1.0038 -1.9091
O -2.0406 -1.8638 -2.4803
C -2.9279 -0.9649 -0.3873
C -2.2690 -1.9900 0.4209
As -0.4208 -2.0252 -0.4587
C -0.1006 -3.9468 -0.6266
C -0.0441 -0.4997 0.9821
C -0.8225 0.5778 1.1294
As -2.8075 0.7679 0.5155
C -3.7816 0.5780 2.2466
C -0.2946 1.9107 1.5360
O 0.8396 2.3007 1.3923
O -1.2128 2.6318 2.2632
C -0.6675 3.9361 2.5709
C 1.1910 -0.8732 1.7728
O 1.4645 -0.5863 2.9175
O 2.0501 -1.5677 0.9689
C 3.3841 -1.6798 1.4380
C -2.4960 -2.6017 1.7417
O -3.5352 -2.4775 2.4066
O -1.3709 -3.2400 2.1415
C -1.3149 -3.5467 3.5673
H -4.9450 0.4202 -3.6251
H -4.4729 1.6948 -2.4400
H -5.2317 0.1663 -1.8931
H -0.8659 -4.3364 -1.2890
H -0.1482 -4.4346 0.3679
H 0.8891 -4.1172 -1.0895
H -3.0318 0.5170 3.0250
H -4.4674 -0.2800 2.2203
H -4.3521 1.4919 2.3977
H -1.3958 4.3647 3.2566
H -0.6014 4.5641 1.6857
H 0.2997 3.8375 3.0879
H 3.9213 -2.1253 0.5940
H 3.4625 -2.3339 2.3123
H 3.8109 -0.6853 1.6980
H -0.3069 -3.8658 3.7906
H -2.0443 -4.3123 3.7561
H -1.5901 -2.6460 4.1279
*
```

***

2.
Molecular formula: C18H24FN3O
Method: DFT, ωB97M-V/def2-TZVPD

As for the orbital gap: 8.56 eV. Its LUMO energy is 0.54 eV. Its structure (SMILES) is CCCC(=O)c1cc(F)c(N2CCN(CCC#N)CC2)cc1C.

ORCA input file:
```
! RIJCOSX wB97M-V def2-TZVPD def2/J DEFGRID3
* xyz 0 1
C 7.5511 0.5701 0.3363
C 6.4456 -0.4768 0.3463
C 5.0633 0.1647 0.2556
C 3.9577 -0.8790 0.2781
O 4.2118 -2.0436 0.5081
C 2.5898 -0.3969 -0.0041
C 2.2969 0.9701 0.0004
C 1.0343 1.4335 -0.2634
F 0.8696 2.7860 -0.2636
C -0.0457 0.5823 -0.5557
N -1.2882 1.0652 -0.8902
C -2.3032 0.2041 -1.4521
C -3.2092 -0.3829 -0.3673
N -3.8344 0.7080 0.3618
C -4.8194 0.2564 1.3243
C -6.1269 -0.1609 0.6272
C -6.0949 -1.5152 0.1411
N -6.0788 -2.5994 -0.2232
C -2.8120 1.5507 0.9575
C -1.9162 2.1329 -0.1418
C 0.2738 -0.7816 -0.5655
C 1.5352 -1.2841 -0.2947
C 1.7284 -2.7654 -0.3168
H 8.5265 0.0938 0.3975
H 7.5148 1.1582 -0.5788
H 7.4475 1.2469 1.1822
H 6.5022 -1.0701 1.2602
H 6.5757 -1.1612 -0.4940
H 4.9212 0.8386 1.1044
H 4.9831 0.7521 -0.6616
H 3.0541 1.7073 0.2101
H -1.8474 -0.5825 -2.0514
H -2.9180 0.8250 -2.1125
H -3.9831 -0.9939 -0.8335
H -2.6194 -1.0272 0.3097
H -4.4468 -0.5747 1.9486
H -5.0456 1.0983 1.9836
H -6.9584 -0.0850 1.3329
H -6.3136 0.5147 -0.2113
H -3.2983 2.3695 1.4925
H -2.1860 0.9872 1.6739
H -1.1786 2.7909 0.3079
H -2.5328 2.7159 -0.8327
H -0.5065 -1.4966 -0.7735
H 0.8290 -3.2682 -0.6653
H 2.5635 -3.0343 -0.9601
H 1.9760 -3.1259 0.6799
*
```

***

3.
Molecular formula: C2H3FeO3
Method: DFT, ωB97M-V/def2-TZVPD

Its expectation value of S² is 6.025. As for the orbital gap (alpha / beta): 5.17 / 5.15 eV. Its LUMO energy (alpha / beta) is 3.62 / 3.63 eV.

ORCA input file:
```
! RIJCOSX wB97M-V def2-TZVPD def2/J DEFGRID3
* xyz -1 5
O -1.8210 -0.3835 0.9972
C -0.7082 -0.4284 0.3960
O 0.0550 0.6776 0.5468
O -0.4415 -1.2646 -0.4828
Fe -2.8478 -1.9323 0.1892
C 1.2159 0.7982 -0.2621
H 0.9489 0.8282 -1.3264
H 1.6915 1.7410 0.0269
H 1.9071 -0.0361 -0.0847
*
```

***

4.
Molecular formula: C24H30N2OS6V
Method: DFT, ωB97M-V/def2-TZVPD

Its expectation value of S² is 0.837. As for the orbital gap (alpha / beta): 6.31 / 5.73 eV. Its LUMO energy (alpha / beta) is -0.11 / -0.11 eV.

ORCA input file:
```
! RIJCOSX wB97M-V def2-TZVPD def2/J DEFGRID3
* xyz 0 2
V -0.9591 -0.3019 0.6398
C -3.9166 -1.1538 2.4121
C -4.1355 -1.7862 1.0546
S -3.2882 -0.8248 -0.2508
C -4.6695 0.3349 -0.6434
C -4.2338 1.2781 -1.7428
S -2.6635 2.1384 -1.3870
C -3.1839 3.1866 0.0265
C -1.9995 3.4837 0.9222
S -1.2077 2.0098 1.6633
C -2.3775 1.7295 3.0511
C -2.0399 0.4281 3.7451
S -2.0904 -1.0316 2.6496
H -4.3248 -1.7703 3.2162
H -4.3550 -0.1563 2.4516
H -5.1923 -1.8650 0.7908
H -3.6772 -2.7770 1.0268
H -4.9485 0.8667 0.2659
H -5.5111 -0.2740 -0.9766
H -5.0034 2.0222 -1.9502
H -4.0221 0.7215 -2.6557
H -3.9644 2.6570 0.5700
H -3.5964 4.1151 -0.3716
H -2.2857 4.1435 1.7434
H -1.2038 3.9514 0.3438
H -3.3924 1.7254 2.6496
H -2.2727 2.5672 3.7449
H -2.7223 0.2315 4.5728
H -1.0123 0.4534 4.1105
C -1.5635 -2.4202 -2.2542
C -0.4380 -1.8078 -1.4795
N -0.2699 -2.0700 -0.1907
N 0.9939 -2.2652 0.2158
C 1.5055 -1.7578 1.2656
S 0.8154 -0.5234 2.2402
S 3.0998 -2.3800 1.7339
C 3.9891 -2.1872 0.1248
C 4.8691 -0.9825 0.1904
C 6.2527 -1.1048 0.1422
C 7.0638 0.0041 0.3138
C 6.4997 1.2479 0.5368
C 5.1211 1.3839 0.5586
C 4.3108 0.2785 0.3842
C 0.6039 -1.0415 -2.1432
C 1.2920 -1.4114 -3.2942
C 2.3400 -0.6449 -3.7625
C 2.7021 0.5229 -3.0958
C 2.0079 0.9430 -1.9857
C 0.9409 0.1779 -1.4704
O 0.2285 0.5840 -0.4727
H -2.1903 -3.0305 -1.6054
H -2.1738 -1.6706 -2.7552
H -1.1338 -3.0602 -3.0272
H 4.5587 -3.1049 -0.0213
H 3.2068 -2.1055 -0.6291
H 6.6984 -2.0766 -0.0187
H 8.1379 -0.1071 0.2937
H 7.1340 2.1045 0.7120
H 4.6771 2.3529 0.7333
H 3.2367 0.3847 0.4239
H 1.0247 -2.3376 -3.7845
H 2.8997 -0.9659 -4.6291
H 3.5385 1.1103 -3.4526
H 2.2716 1.8553 -1.4700
*
```

***

5.
Molecular formula: C25H44F5N2O12S
Method: DFT, ωB97M-V/def2-TZVPD

As for the orbital gap: 8.63 eV. Its LUMO energy is -3.87 eV.

ORCA input file:
```
! RIJCOSX wB97M-V def2-TZVPD def2/J DEFGRID3
* xyz 1 1
C 0.4221 -0.7494 1.1450
C -0.7732 -0.0631 0.3296
F -1.8172 -0.9916 0.3062
N -0.3375 0.3936 -1.0112
C -0.8575 0.1139 -2.2539
C -2.0962 -0.7689 -2.6065
C -3.4269 0.0713 -2.3467
C -3.6090 1.2648 -3.4012
C -4.4987 0.8130 -4.6333
O -3.7473 0.0589 -5.6183
N -0.2066 0.6565 -3.3260
C 0.8717 1.3875 -2.7113
S 2.0294 2.2544 -3.7994
O 2.6508 3.3889 -3.1282
O 1.3608 2.6846 -5.0283
C 3.3639 0.9941 -4.2005
F 3.9264 0.6417 -2.9966
F 2.6732 -0.1271 -4.6435
F 4.2521 1.4506 -5.0952
C 0.8091 1.2343 -1.2772
C 1.8473 1.8555 -0.2944
C 1.8335 3.4472 -0.2043
C 0.5634 4.1472 -0.8178
F 0.8481 5.5597 -0.8310
H 0.5878 -0.0663 2.0320
H 0.1502 -1.7912 1.4624
H 1.3924 -0.7255 0.5662
H -1.1284 0.8470 0.8873
H -2.0659 -1.7565 -2.0782
H -2.0382 -0.9804 -3.7191
H -4.3197 -0.6145 -2.3237
H -3.2828 0.5724 -1.3389
H -4.1485 2.0816 -2.8395
H -2.5933 1.6333 -3.7347
H -5.4340 0.2690 -4.3115
H -4.8472 1.7608 -5.1523
H -3.2751 0.7535 -6.1178
H -0.4354 0.5367 -4.3133
H 1.7981 1.4597 0.7507
H 2.8675 1.5574 -0.6886
H 1.8824 3.7303 0.8892
H 2.7409 3.9257 -0.6710
H -0.3133 4.0343 -0.1212
H 0.3461 3.8803 -1.8818
C 2.6975 7.0855 6.8029
C 2.1472 5.7326 6.3970
O 1.2917 5.8465 5.2505
C 1.9162 5.9662 4.0746
O 3.1087 5.9733 3.8999
O 0.9844 6.1000 3.1193
C 1.5201 6.3299 1.8147
H 1.8860 7.8023 6.9450
H 3.2687 7.0071 7.7291
H 3.3513 7.4932 6.0300
H 1.5328 5.3327 7.2047
H 2.9467 5.0118 6.2119
H 2.2568 5.5732 1.5497
H 1.9609 7.3266 1.7639
H 0.7015 6.2778 1.1053
C -0.6251 -5.2269 7.3744
C -1.4105 -3.9794 7.0213
O -1.0671 -3.5073 5.7094
C -1.6274 -4.1706 4.6939
O -2.3861 -5.0999 4.7832
O -1.1774 -3.6339 3.5468
C -1.6298 -4.3108 2.3755
H 0.4461 -5.0536 7.2497
H -0.8191 -5.5252 8.4057
H -0.8917 -6.0590 6.7206
H -1.1540 -3.1791 7.7165
H -2.4869 -4.1448 7.1021
H -2.7155 -4.4119 2.3674
H -1.1536 -5.2896 2.3030
H -1.3334 -3.7156 1.5116
C 1.9650 -3.5782 -3.7416
C 1.0293 -3.9101 -4.8877
O 0.6894 -5.2981 -4.8867
C -0.2409 -5.6583 -3.9935
O -0.8060 -4.9207 -3.2204
O -0.4193 -6.9776 -4.0888
C -1.3262 -7.5148 -3.1245
H 2.8401 -4.2306 -3.7580
H 2.2956 -2.5394 -3.8020
H 1.4750 -3.7275 -2.7771
H 1.5308 -3.7118 -5.8358
H 0.1276 -3.2926 -4.8641
H -2.2785 -6.9841 -3.1369
H -0.8782 -7.4762 -2.1305
H -1.5077 -8.5563 -3.3843
*
```

***

6.
Molecular formula: C3H9NO2
Method: DFT, ωB97M-V/def2-TZVPD

As for the orbital gap: 10.31 eV. Its LUMO energy is 0.74 eV. Its structure (SMILES) is CC(=O)O.CN.

ORCA input file:
```
! RIJCOSX wB97M-V def2-TZVPD def2/J DEFGRID3
* xyz 0 1
C 1.5410 0.9040 1.9538
C 0.8150 1.7631 0.8879
O 1.3341 2.5697 0.1557
O -0.4101 1.2917 0.7194
H 2.3119 1.4569 2.4983
H 2.1527 0.1749 1.4242
H 0.7239 0.4082 2.4763
H -0.9731 1.6258 0.0078
C -0.7223 -1.9048 -1.3606
N -1.6695 -0.7834 -1.2946
H -1.1766 -2.8848 -1.2668
H -0.1917 -1.9000 -0.3845
H -0.2132 -1.9275 -2.3313
H -1.1160 0.0370 -1.4992
H -2.4060 -0.8308 -1.9864
*
```

***

Calculated total energy across the listed records, respectively: -7010.93126; -1039.65539; -1567.43109; -4450.37558; -2888.58649; -324.92343 hartree.
Energy relative to the best compared isomer or geometry (same formula, charge and spin) across the listed records, respectively: 117.0; 5.1; 0.0; 183.8; 258.6; 129.1 kJ/mol.
F_max across the listed records, respectively: 4.62; 0.72; 2.61; 2.42; 5.16; 2.14 eV Å⁻¹.